DFT (ωB97M-V/def2-TZVPD) results for a molecular structure, C8H15O5Pt.

Values from the calculation:
- energy relative to the best compared isomer or geometry (same formula, charge and spin) (eV) = 0.631
- net charge = +2
- LUMO (spin up / spin down) (eV) = -9.70 / -9.76
- highest occupied orbital energy (spin up / spin down) (eV) = -14.98 / -16.06
- orbital gap (spin up / spin down) (hartree) = 0.1941 / 0.2314
- ⟨S²⟩ = 3.7582
- E (Eh) = -808.19254
- 2S+1 = 4

Geometry as XYZ:
```
29
C8H15O5Pt ωB97M-V/def2-TZVPD
H -2.539 1.063 1.738
C -2.417 -0.973 1.016
Pt 0.999 -0.078 1.368
H 3.526 -1.115 0.834
H -3.295 -1.341 1.560
H -3.210 -0.820 -2.234
H 3.478 -1.162 -0.952
O 0.506 2.783 -1.490
O 1.646 -1.242 0.032
O 2.007 1.287 0.820
H -1.628 -0.073 2.755
H -1.693 -1.780 0.849
O -2.919 -0.537 -0.294
C -2.863 -1.260 -1.293
O -0.608 0.647 1.112
H -2.340 -2.227 -1.264
H 2.680 1.098 -1.093
H 0.531 0.583 -1.279
C -1.834 0.223 1.718
H 0.574 -2.356 -1.171
H 3.980 1.157 0.126
H -0.264 2.687 1.049
H -1.653 2.115 0.072
C 3.005 -0.739 -0.057
C 2.955 0.788 -0.064
C -0.627 1.887 0.391
C 0.942 -1.325 -1.163
H 0.843 -1.094 -2.223
C 0.220 1.804 -0.863
```